1.
Below is a molecular structure, C17H40ClI2O13S5 in a non-equilibrium geometry, with properties calculated with wB97M-V/def2-TZVPD.

The geometry in XYZ format:
```
78
C17H40ClI2O13S5 wB97M-V/def2-TZVPD
C -5.5859 4.0260 3.2987
C -6.3335 2.9571 2.5168
O -5.3451 1.9476 2.0648
S -5.4309 0.5679 2.8302
Cl -5.4894 1.0913 4.7738
C -3.8159 -0.1604 2.6335
I -3.2292 -1.2886 4.2977
C -3.1632 -0.1280 1.4503
C -3.6320 0.5950 0.2209
I -1.3898 -1.1693 1.2156
H -6.2130 4.4604 4.0656
H -5.2533 4.8038 2.6221
H -4.6932 3.6047 3.7433
H -6.7618 3.4070 1.6307
H -7.1543 2.5161 3.0675
H -4.6183 0.2641 -0.0869
H -2.9447 0.4057 -0.5931
H -3.6128 1.6601 0.3907
O 1.4376 -0.7083 -1.8360
S 2.3329 -1.5148 -1.0627
O 1.9771 -1.8412 0.2890
O 3.7693 -0.8536 -1.0801
C 3.8769 0.5460 -0.7121
C 3.7642 0.7768 0.7789
C 2.7344 -2.9887 -1.9226
H 3.1322 1.1180 -1.2663
H 4.8585 0.8492 -1.0676
H 2.7701 0.5364 1.1535
H 3.9727 1.8233 1.0030
H 4.4782 0.1502 1.3147
H 3.0248 -2.7380 -2.9387
H 1.8481 -3.6174 -1.9223
H 3.5406 -3.4889 -1.3971
O 7.0992 2.6244 0.5340
S 6.7984 3.1015 1.8495
O 5.5250 3.6996 2.1104
O 7.9526 4.0773 2.3171
C 8.3026 5.1792 1.4421
C 7.2931 6.3071 1.4840
C 7.0858 1.8269 3.0256
H 8.4436 4.7995 0.4297
H 9.2694 5.5171 1.8069
H 6.3349 6.0024 1.0668
H 7.6659 7.1513 0.9047
H 7.1226 6.6305 2.5102
H 8.0616 1.3888 2.8378
H 6.2999 1.0885 2.8857
H 7.0297 2.2540 4.0227
O -7.7538 1.2427 -1.2884
S -7.3781 2.5388 -1.7690
O -8.1945 3.6744 -1.4822
O -7.0812 2.4627 -3.3142
C -8.1152 1.9188 -4.1827
C -9.2517 2.8897 -4.4196
C -5.7376 2.8882 -1.2475
H -8.4672 0.9743 -3.7673
H -7.5962 1.6998 -5.1121
H -9.8189 3.0748 -3.5090
H -9.9299 2.4786 -5.1663
H -8.8715 3.8459 -4.7765
H -5.1052 2.0359 -1.4727
H -5.7793 3.0589 -0.1781
H -5.3799 3.7799 -1.7550
O 1.9017 -7.0024 0.6649
S 2.7939 -6.8514 -0.4417
O 2.3683 -6.1078 -1.5900
O 3.3019 -8.2783 -0.8963
C 2.3064 -9.2937 -1.1812
C 1.6175 -9.0851 -2.5134
C 4.3421 -6.2304 0.1145
H 1.5927 -9.3335 -0.3578
H 2.8650 -10.2262 -1.1812
H 1.0053 -8.1850 -2.5111
H 0.9728 -9.9370 -2.7272
H 2.3509 -8.9879 -3.3130
H 4.6660 -6.8144 0.9706
H 4.1818 -5.1931 0.4011
H 5.0578 -6.2945 -0.7005
```

Output
- strongest force on any atom (eV/Å) = 1.05
- E (hartree) = -4695.99832
- net charge = +1
- 2S+1 = 1



2.
Below is a molecular structure, C38H69BrN6O6RbS2SbSeSi4 in a non-equilibrium geometry, with properties calculated with wB97M-V/def2-TZVPD.

The geometry in XYZ format:
```
129
C38H69BrN6O6RbS2SbSeSi4 wB97M-V/def2-TZVPD
Rb 0.1092 0.7444 -0.6707
O 0.9073 4.3305 -0.8760
S -0.5341 4.3052 -0.7254
O -1.0711 5.3997 0.0812
O -1.0584 3.0128 -0.2943
C -1.2562 4.5796 -2.3699
C -1.7212 5.8765 -2.5661
C -2.3236 6.2697 -3.7517
C -2.4757 5.3477 -4.7715
C -2.0107 4.0538 -4.5920
C -1.3981 3.6463 -3.4113
S -0.8357 1.9139 -3.4397
O 0.5240 1.9584 -2.9188
O -0.9318 1.5219 -4.8301
O -1.7512 1.1741 -2.5688
H -1.6114 6.5787 -1.7517
H -2.6711 7.2899 -3.8650
H -2.9455 5.6249 -5.7079
H -2.1001 3.3237 -5.3842
Br 2.6038 0.3371 3.9162
C 3.1877 1.3636 2.4179
C 4.3055 2.1694 2.5589
C 4.6766 2.9324 1.4617
C 3.9349 2.8501 0.2970
C 2.8538 1.9874 0.2737
N 2.4768 1.2505 1.3212
H 4.8496 2.1970 3.4913
H 5.5387 3.5849 1.5245
H 4.1668 3.4329 -0.5825
H 2.2621 1.8872 -0.6245
C -1.3941 3.5664 2.9178
N -2.6388 2.9533 2.4789
C -3.3360 3.3417 1.3521
C -4.3584 2.4790 1.2068
N -4.2705 1.5657 2.2476
C -5.1361 0.4237 2.4391
C -3.2166 1.8670 3.0361
Se -2.7302 1.0036 4.6073
H -1.4678 4.6420 2.7773
H -0.5666 3.2104 2.3033
H -1.2375 3.3119 3.9619
H -2.9892 4.1586 0.7444
H -5.1103 2.3954 0.4434
H -6.0811 0.6121 1.9321
H -5.2998 0.2779 3.5050
H -4.6748 -0.4755 2.0277
C -4.6699 -4.5750 1.2655
C -4.9947 -3.6422 0.1041
C -6.2252 -2.8008 0.4157
Sb -3.2520 -2.4349 -0.4708
C -2.1080 -4.1921 -1.0555
C -1.2531 -4.5820 0.1528
C -1.2215 -3.9965 -2.2791
C -4.2593 -1.6820 -2.2604
C -3.4460 -1.6403 -3.5500
C -4.7564 -0.2769 -1.9068
H -5.5492 -5.1667 1.5486
H -4.3546 -4.0126 2.1496
H -3.8685 -5.2723 1.0187
H -5.1942 -4.2418 -0.7909
H -6.0725 -2.2033 1.3185
H -7.0946 -3.4436 0.5995
H -6.4824 -2.1204 -0.3976
H -2.8459 -4.9770 -1.2548
H -0.4605 -3.8444 0.3020
H -0.7669 -5.5480 -0.0158
H -1.8209 -4.6431 1.0847
H -0.5647 -3.1275 -2.1763
H -1.7918 -3.8807 -3.1979
H -0.5664 -4.8641 -2.4036
H -5.1188 -2.3482 -2.3981
H -2.5176 -1.0809 -3.4285
H -4.0178 -1.1193 -4.3263
H -3.2150 -2.6364 -3.9251
H -3.9156 0.4173 -1.8462
H -5.2973 -0.2473 -0.9551
H -5.4314 0.0962 -2.6856
N -1.5202 -2.5772 4.0737
C -0.4554 -2.4595 3.1996
C -0.5292 -1.5565 2.1211
N 0.4470 -1.4346 1.2502
C 1.5256 -2.2097 1.4242
C 1.5878 -3.1002 2.4727
N 0.6051 -3.2339 3.3721
H -2.0424 -1.7148 4.1928
H -1.2635 -3.0142 4.9453
H -1.4203 -0.9506 1.9899
H 2.3192 -2.1165 0.6918
H 2.4582 -3.7330 2.6056
C 5.3650 -0.5983 -0.4981
Si 4.6518 -0.6616 -2.2657
C 6.1642 -1.1874 -3.3056
C 4.3685 1.1529 -2.7547
Si 2.6807 -1.9305 -2.3665
Si 2.4096 -2.0631 -4.6955
C 3.6923 -2.9563 -5.7924
C 2.2709 -0.3508 -5.4826
C 0.7811 -2.9505 -5.1071
Si 3.6434 -4.0080 -1.8258
C 2.3312 -5.2645 -1.2651
C 4.8313 -3.9342 -0.3359
C 4.6554 -4.9916 -3.1086
H 6.0754 0.2326 -0.4190
H 5.8951 -1.5187 -0.2468
H 4.5897 -0.4514 0.2557
H 7.0252 -0.5405 -3.1001
H 5.9411 -1.1249 -4.3734
H 6.4521 -2.2192 -3.0846
H 5.1455 1.7819 -2.3044
H 3.3893 1.5364 -2.4581
H 4.4333 1.2740 -3.8375
H 4.7112 -2.6219 -5.5873
H 3.4662 -2.7379 -6.8429
H 3.6661 -4.0386 -5.6611
H 3.2534 0.1206 -5.5541
H 1.6082 0.3204 -4.9330
H 1.8772 -0.4555 -6.5001
H 0.7713 -3.9682 -4.7054
H 0.6332 -3.0078 -6.1911
H -0.0652 -2.4085 -4.6779
H 1.7725 -4.8833 -0.4066
H 2.7963 -6.2153 -0.9807
H 1.6130 -5.4629 -2.0642
H 4.4190 -3.3780 0.5099
H 5.7809 -3.4671 -0.6068
H 5.0414 -4.9571 -0.0030
H 4.0148 -5.3730 -3.9063
H 5.1261 -5.8507 -2.6155
H 5.4369 -4.3863 -3.5719
```

Output
- strongest force on any atom (eV/Å) = 1.43
- E (hartree) = -9463.70800
- net charge = -2
- 2S+1 = 1



3.
Below is 2 unconnected molecules or ions with the total composition C2H5NO2 in a non-equilibrium geometry, with properties calculated with wB97M-V/def2-TZVPD.

The geometry in XYZ format:
```
10
C2H5NO2 wB97M-V/def2-TZVPD
C -0.8165 0.1460 -0.3450
C -2.0443 -0.4478 0.0456
N 0.0059 0.8684 -0.6085
O 2.7351 0.3121 -0.2271
O 2.6983 -0.6476 0.8044
H -2.0232 -0.6670 1.0958
H -2.9087 0.2885 -0.1385
H -2.3626 -1.4890 -0.3133
H 1.6961 0.5451 -0.4934
H 3.0198 1.0913 0.1800
```

Output
- strongest force on any atom (eV/Å) = 4.89
- E (hartree) = -284.24332
- net charge = 0
- 2S+1 = 1



4.
Below is 2 unconnected molecules or ions with the total composition C11H18BNO6PS, with properties calculated with wB97M-V/def2-TZVPD.

The geometry in XYZ format:
```
39
C11H18BNO6PS wB97M-V/def2-TZVPD
C -1.5262 1.5994 -2.5282
C -0.2189 1.4969 -1.7248
C -0.5185 1.3470 -0.2356
N 0.7249 1.2398 0.5188
C 0.5594 0.9863 1.9550
P 1.6012 2.2588 2.9002
O 0.5823 3.4619 3.2616
O 2.6004 2.9392 1.8069
S 2.5487 1.6875 4.4719
C 0.7509 -0.4688 2.3763
O 0.1501 -0.5868 3.6102
B -1.0776 0.2448 3.5142
O -0.7359 1.2196 2.3642
H -1.8290 2.6363 -2.6478
H -1.4475 1.1125 -3.4985
H -2.3194 1.0807 -1.9867
H 0.3428 2.4241 -1.8485
H 0.3771 0.6558 -2.0765
H -1.0867 2.2162 0.0900
H -1.1490 0.4602 -0.0982
H 1.2798 0.4995 0.1083
H 0.4378 4.0247 2.4988
H 2.1038 3.4880 1.1963
H 0.1075 -0.9793 1.6349
H 1.7442 -0.9120 2.2806
H -2.0962 -0.4068 3.2230
H -1.3310 0.9070 4.5214
C -0.9450 -3.6279 -1.3045
C -1.2114 -3.5796 -2.6069
C -0.3361 -2.8353 -3.5455
O -0.5793 -2.7910 -4.7340
C 0.8489 -2.1463 -2.9769
C 1.1170 -2.1943 -1.6750
C 0.2431 -2.9420 -0.7338
O 0.4848 -2.9809 0.4494
H -1.5710 -4.1586 -0.5986
H -2.0708 -4.0713 -3.0446
H 1.4706 -1.6070 -3.6806
H 1.9744 -1.6980 -1.2370
```

Output
- strongest force on any atom (eV/Å) = 0.89
- E (hartree) = -1700.65779
- net charge = -1
- 2S+1 = 1



5.
Below is 2 unconnected molecules or ions with the total composition C16H15F4N2 in a non-equilibrium geometry, with properties calculated with wB97M-V/def2-TZVPD.

The geometry in XYZ format:
```
37
C16H15F4N2 wB97M-V/def2-TZVPD
C 2.8552 -3.6592 0.8773
N 1.6316 -2.9447 1.1877
C 0.9857 -3.3128 2.4366
N 1.6847 -1.6405 0.8325
C 0.7247 -0.8029 1.0357
H 2.6509 -4.7344 0.8855
H 3.2015 -3.3576 -0.1136
H 3.6624 -3.4606 1.6022
H 0.8252 -4.3968 2.4235
H 1.6000 -3.0840 3.3262
H 0.0191 -2.8039 2.5228
H 0.9145 0.2560 0.8629
H -0.2666 -1.1107 1.4098
F -2.3108 -1.3923 -3.5813
C -1.2041 -0.6251 -3.2890
C -0.1214 -0.6878 -4.1620
C 0.9795 0.1037 -3.8278
F 2.0698 0.0813 -4.6675
C 1.0288 0.8877 -2.6910
C -0.0746 0.9095 -1.7775
C 0.0912 1.6556 -0.5731
C -0.8691 2.2277 0.3162
C -0.4157 3.2716 1.1893
C -1.2428 3.7650 2.1814
F -0.7612 4.7405 3.0263
C -2.5447 3.3017 2.3884
C -2.9966 2.3339 1.4946
F -4.2691 1.8346 1.6787
C -2.2253 1.8129 0.4610
C -1.2208 0.1406 -2.1283
H -0.1175 -1.3363 -5.0330
H 1.9066 1.4976 -2.4741
H 1.1085 2.0399 -0.4284
H 0.5979 3.6573 1.0704
H -3.1505 3.6506 3.2195
H -2.6528 1.0639 -0.1954
H -2.0943 0.1181 -1.4866
```

Output
- strongest force on any atom (eV/Å) = 1.87
- E (hartree) = -1127.28576
- net charge = +1
- 2S+1 = 1



6.
Below is a single C6H10O molecule in a non-equilibrium geometry, with properties calculated with wB97M-V/def2-TZVPD.

The geometry in XYZ format:
```
17
C6H10O wB97M-V/def2-TZVPD
C -0.3829 -2.3559 -1.7616
C 0.1879 -1.1147 -1.1351
C 1.3133 -0.5970 -1.6588
C -0.5776 1.2529 1.7900
O 0.3441 2.3282 2.0651
C -0.3230 0.7524 0.3964
C -0.5813 -0.4756 -0.0576
H 0.1843 -2.6844 -2.6247
H -0.4264 -3.1741 -1.0451
H -1.4088 -2.2228 -2.1232
H 1.5822 -0.9093 -2.6541
H 2.0360 0.0109 -1.1335
H -1.5707 1.6722 1.9704
H -0.4295 0.4306 2.4464
H 0.8317 2.0368 2.8447
H 0.4397 1.2306 -0.2139
H -1.3482 -1.1495 0.3159
```

Output
- strongest force on any atom (eV/Å) = 1.87
- E (hartree) = -309.77724
- net charge = 0
- 2S+1 = 1



7.
Below is a molecular structure, C40H53N4O4PPtS2Se2, with properties calculated with wB97M-V/def2-TZVPD.

The geometry in XYZ format:
```
107
C40H53N4O4PPtS2Se2 wB97M-V/def2-TZVPD
Pt 0.8646 -0.5409 -1.0040
O -0.3704 3.2310 1.9609
C 0.5439 2.4912 1.1192
C 1.9224 3.1508 1.1394
C 1.8300 4.6192 0.7071
O 1.1985 5.4578 1.6643
C 2.7436 2.3673 0.1144
Se 4.6751 2.5533 0.4101
C 2.5405 2.9918 2.5295
Se 4.3949 3.6076 2.4953
H -1.0695 2.6277 2.2269
H 0.1730 2.4528 0.0923
H 0.6388 1.4671 1.4777
H 1.2924 4.6477 -0.2502
H 2.8289 5.0262 0.5445
H 0.3856 4.9995 1.9224
H 2.5237 2.6956 -0.9011
H 2.5282 1.3006 0.1643
H 2.5171 1.9432 2.8266
H 2.0198 3.5985 3.2681
S 1.9350 -2.3610 -0.1022
C 3.3348 -2.5477 -1.1030
C 4.2194 -3.6094 -0.8932
C 5.3486 -3.7898 -1.6790
C 6.2139 -4.9040 -1.4285
N 6.9106 -5.7977 -1.2224
C 5.6227 -2.8774 -2.7150
C 4.7524 -1.8149 -2.9260
C 3.6124 -1.6329 -2.1457
S 2.5550 -0.2864 -2.4628
C 6.7713 -3.0315 -3.5554
N 7.6856 -3.1514 -4.2459
H 4.0123 -4.3120 -0.0957
H 4.9619 -1.1107 -3.7219
C -0.0028 0.6000 -5.2686
C -1.2362 0.3124 -4.3988
C -1.0918 -1.1607 -3.9809
C -2.4842 0.4473 -5.2796
P -1.1470 1.4196 -2.8367
N -0.0746 1.0968 -1.7953
C -0.8252 3.2053 -3.4360
C 0.6863 3.3350 -3.6788
C -1.5808 3.6955 -4.6750
C -1.1301 4.1707 -2.2813
C -2.9015 1.4024 -2.0507
C -3.3531 -0.0600 -1.9310
C -2.7403 1.8781 -0.5974
C -4.0173 2.2051 -2.7254
H 0.0607 -0.1750 -6.0403
H 0.9143 0.5556 -4.6800
H -0.0584 1.5605 -5.7792
H -0.9415 -1.7585 -4.8874
H -1.9657 -1.5539 -3.4695
H -0.2273 -1.3029 -3.3316
H -2.3427 -0.1720 -6.1735
H -2.6648 1.4674 -5.6152
H -3.3839 0.0885 -4.7824
H 1.0234 2.8252 -4.5773
H 1.2309 2.9110 -2.8348
H 0.9375 4.3969 -3.7809
H -1.2901 3.1630 -5.5794
H -1.3411 4.7537 -4.8331
H -2.6623 3.6194 -4.5668
H -0.6357 3.8428 -1.3667
H -2.1948 4.2805 -2.0858
H -0.7408 5.1612 -2.5409
H -2.5493 -0.6721 -1.5178
H -3.6803 -0.4843 -2.8784
H -4.2042 -0.1069 -1.2417
H -1.9461 1.3035 -0.1207
H -3.6809 1.6949 -0.0648
H -2.5089 2.9373 -0.5085
H -4.1825 1.9138 -3.7625
H -3.8306 3.2778 -2.7004
H -4.9544 2.0298 -2.1827
C 1.3462 -5.2625 6.1353
C 0.5217 -4.0204 6.3563
C 0.1037 -3.6976 7.6440
C -0.6572 -2.5652 7.8878
C -1.0124 -1.7449 6.8299
C -0.6128 -2.0571 5.5372
N -1.0101 -1.2042 4.4658
C -2.0346 -1.6394 3.6242
C -3.1459 -2.3038 4.1607
C -4.2005 -2.6895 3.3552
C -4.1745 -2.4303 1.9904
C -3.0633 -1.8060 1.4496
C -1.9843 -1.4082 2.2343
C -0.7575 -0.8280 1.5523
O 0.1946 -0.4332 2.2504
O -0.8018 -0.8345 0.2839
C 0.1693 -3.1916 5.2834
C 0.5929 -3.5057 3.8732
H 1.4485 -5.8241 7.0643
H 2.3484 -5.0181 5.7767
H 0.8921 -5.9172 5.3895
H 0.3840 -4.3472 8.4663
H -0.9694 -2.3240 8.8967
H -1.6038 -0.8505 6.9795
H -0.2459 -0.8356 3.8899
H -3.1711 -2.5038 5.2246
H -5.0505 -3.1960 3.7990
H -4.9987 -2.7288 1.3546
H -2.9907 -1.6283 0.3872
H -0.2152 -4.0070 3.3318
H 1.4639 -4.1567 3.8451
H 0.8358 -2.6066 3.3073
```

Output
- strongest force on any atom (eV/Å) = 0.25
- E (hartree) = -8136.11965
- net charge = -2
- 2S+1 = 1



8.
Below is a single C4H6OS molecule in a non-equilibrium geometry, with properties calculated with wB97M-V/def2-TZVPD.

The geometry in XYZ format:
```
12
C4H6OS wB97M-V/def2-TZVPD
C -2.2711 0.1627 0.0328
C -0.9179 0.1432 -0.0582
C -0.0499 1.3674 0.1375
C 1.5815 -0.1893 0.2335
H -2.9259 0.9686 -0.0994
H -2.8224 -0.7558 0.1551
H -0.0659 1.6563 1.1839
H -0.2675 2.2617 -0.4754
H 2.4157 -0.6119 -0.3358
H 1.9514 -0.1330 1.2752
O 1.2696 1.0119 -0.3481
S 0.0939 -1.2740 -0.0620
```

Output
- strongest force on any atom (eV/Å) = 2.48
- E (hartree) = -629.38717
- net charge = 0
- 2S+1 = 1



> Which formula does entry 7 have?

C40H53N4O4PPtS2Se2



> What is the strongest force on any atom in the fourth record?

0.89 eV/Å